This record from the OMol25 dataset describes an isolated molecule of C4H9N in a non-equilibrium geometry. The level of theory is ωB97M-V with the def2-TZVPD basis set.

Computed properties:
energy relative to the best compared isomer or geometry (same formula, charge and spin): 251.3 kJ/mol
total charge: 0
LUMO: 1.22 eV
Kohn-Sham gap: 10.048 eV
HOMO energy: -8.83 eV

Positions of all 14 atoms, in Å:
C 0.92621 -0.54522 -2.14676
C 0.40384 0.27095 -1.16224
C 0.50578 -0.25508 0.19260
C -0.79223 -0.23029 1.02295
N -0.94152 1.17450 1.54869
H 1.57905 -1.48658 -1.85985
H 0.55604 -0.52415 -3.30147
H -0.26839 1.14075 -1.46666
H 0.62198 -1.37039 0.06722
H 1.27987 0.15360 0.77215
H -0.72858 -0.97801 1.90327
H -1.66125 -0.41810 0.42267
H -1.65493 1.38616 2.27648
H 0.17413 1.68186 1.73095

Atomic forces in eV per Å
-1.109 -0.342 -0.935
-0.180 -0.947 -4.021
-1.925 -2.695 0.878
0.823 1.617 2.471
3.594 1.615 0.101
-1.500 2.054 -0.609
1.388 0.439 2.916
1.064 -1.194 0.703
0.700 1.127 0.277
1.208 0.495 0.919
-0.038 0.855 -1.509
-0.405 -0.416 -0.351
1.301 -0.472 -0.655
-4.920 -2.136 -0.185

This record from the OMol25 dataset describes a 2-piece molecular cluster, C4H9N overall. The level of theory is ωB97M-V with the def2-TZVPD basis set.

Computed properties:
energy relative to the best compared isomer or geometry (same formula, charge and spin): 442.0 kJ/mol
total charge: 0
LUMO: 1.11 eV
Kohn-Sham gap: 8.119 eV
HOMO energy: -7.01 eV

Positions of all 14 atoms, in Å:
C -1.90369 0.57490 -0.25756
C -0.62680 -0.07190 0.11931
C 0.01115 -1.35471 0.44532
N 0.56187 -0.29014 -0.38691
C 1.72892 0.11865 -0.81272
H -2.52843 0.71501 0.63047
H -1.72825 1.56121 -0.69816
H -2.47407 -0.03056 -0.97623
H 0.60734 1.17289 1.34750
H -0.22464 -2.28586 -0.07998
H 0.50049 -1.48657 1.41721
H 1.79204 1.06002 -1.34251
H 1.35427 1.25608 1.20574
H 2.57447 -0.54831 -0.72449

Atomic forces in eV per Å
-0.054 0.052 -0.013
0.111 -0.083 -0.269
0.081 -0.291 0.124
-0.195 0.168 0.174
0.004 -0.073 -0.244
0.084 -0.024 -0.148
0.015 -0.154 0.064
0.042 0.085 0.050
0.187 0.177 0.187
0.113 0.096 -0.006
-0.150 0.006 -0.095
-0.039 -0.133 0.014
-0.052 0.151 0.208
-0.147 0.023 -0.047

This record from the OMol25 dataset describes an isolated molecule of C4H9N in a non-equilibrium geometry. The level of theory is ωB97M-V with the def2-TZVPD basis set.

Computed properties:
energy relative to the best compared isomer or geometry (same formula, charge and spin): 145.9 kJ/mol
total charge: 0
LUMO: 1.23 eV
Kohn-Sham gap: 8.885 eV
HOMO energy: -7.65 eV

Positions of all 14 atoms, in Å:
C -0.12805 1.84297 1.03013
C 0.25394 0.33191 1.14361
C 0.42008 -0.21804 -0.21632
C -0.20241 -1.42134 -0.59140
N -0.30856 -1.73800 -2.00103
H 0.74224 2.50074 0.69850
H -0.59693 2.11804 1.97238
H -0.76638 2.06829 0.10376
H 1.18144 0.45912 1.93735
H -0.42560 -0.26392 1.77928
H 0.81270 0.47400 -1.01257
H -0.62967 -2.21472 0.03156
H -0.62847 -2.70164 -2.29772
H 0.27568 -1.23741 -2.57754

Atomic forces in eV per Å
-0.144 0.238 -2.091
2.012 1.792 2.536
-1.322 -2.962 -0.947
1.643 2.154 -2.121
-2.119 -2.585 2.917
-0.590 -0.949 1.246
0.057 0.698 -0.240
-0.011 -0.667 1.606
-1.391 -0.918 -2.285
-0.163 0.416 -0.638
-0.383 -0.934 0.819
0.119 0.810 0.184
0.950 2.003 0.621
1.342 0.905 -1.606

This record from the OMol25 dataset describes an isolated molecule of C4H9N in a non-equilibrium geometry. The level of theory is ωB97M-V with the def2-TZVPD basis set.

Computed properties:
energy relative to the best compared isomer or geometry (same formula, charge and spin): 225.6 kJ/mol
total charge: 0
LUMO: 1.22 eV
Kohn-Sham gap: 8.333 eV
HOMO energy: -7.12 eV

Positions of all 14 atoms, in Å:
C -1.02156 1.30732 -1.28077
C -1.14162 -0.04234 -0.54547
C 0.13288 -0.07268 0.24309
C 0.61662 -0.69139 1.44755
N 1.87116 -1.15606 1.23932
H -0.04647 1.81554 -1.12481
H -1.06748 1.20522 -2.31728
H -1.80362 2.04564 -0.85520
H -1.13156 -0.90945 -1.28237
H -2.15365 -0.23606 0.07428
H 0.95338 0.25032 -0.40411
H 0.32093 -0.65469 2.49233
H 2.09963 -1.47829 0.27547
H 2.37138 -1.38307 2.03796

Atomic forces in eV per Å
-1.344 1.715 2.058
-1.145 -0.544 0.990
0.300 -1.886 3.009
-1.066 2.169 -4.049
0.211 -0.272 -1.479
-0.542 -0.503 0.272
-0.745 -0.035 -1.814
1.112 -1.075 -1.073
0.030 0.990 0.734
2.276 0.817 -1.237
0.103 -0.655 0.125
-0.822 -0.367 -0.388
0.025 0.339 1.893
1.607 -0.693 0.960

This record from the OMol25 dataset describes an isolated molecule of C4H9N in a non-equilibrium geometry. The level of theory is ωB97M-V with the def2-TZVPD basis set.

Computed properties:
energy relative to the best compared isomer or geometry (same formula, charge and spin): 119.6 kJ/mol
total charge: 0
LUMO: 1.14 eV
Kohn-Sham gap: 10.143 eV
HOMO energy: -9.00 eV

Positions of all 14 atoms, in Å:
C -2.47144 -0.32649 -0.09438
C -1.17767 -0.40200 0.07728
C -0.14939 0.64032 0.32673
C 1.19390 0.36611 -0.32603
N 2.04810 -0.68656 0.06892
H -2.91187 0.64738 -0.41550
H -3.15155 -1.07236 -0.27386
H -0.79688 -1.42552 0.30793
H -0.51762 1.58175 0.03243
H -0.12647 0.67401 1.44407
H 1.73088 1.35449 -0.30765
H 0.99181 0.14787 -1.36398
H 2.90726 -0.86296 -0.49546
H 2.43095 -0.63604 1.01951

Atomic forces in eV per Å
-0.102 3.781 -1.597
0.992 -2.561 1.236
-0.301 -1.563 1.561
0.785 2.432 -1.115
1.817 -2.165 1.595
0.333 -0.398 0.683
-1.074 -2.251 0.098
-0.092 0.644 -0.387
-0.245 1.330 -0.575
0.574 0.131 -0.594
-0.352 -0.489 -0.131
-0.234 0.273 -0.558
-1.478 0.583 0.114
-0.625 0.252 -0.329

This record from the OMol25 dataset describes an isolated molecule of C4H9N in a non-equilibrium geometry. The level of theory is ωB97M-V with the def2-TZVPD basis set.

Computed properties:
energy relative to the best compared isomer or geometry (same formula, charge and spin): 43.6 kJ/mol
total charge: 0
LUMO: 1.24 eV
Kohn-Sham gap: 9.100 eV
HOMO energy: -7.86 eV

Positions of all 14 atoms, in Å:
C -0.68559 2.07761 -1.04529
C 0.18437 0.83991 -1.07736
C -0.17744 -0.12934 0.02035
C 0.58801 -1.03563 0.62915
N 0.10068 -1.85713 1.64889
H -0.41651 2.76636 -1.84584
H -1.73674 1.83591 -1.17872
H -0.59138 2.57203 -0.07918
H 1.22761 1.11307 -1.19281
H -0.07637 0.28019 -1.99106
H -1.21121 -0.06471 0.32807
H 1.62092 -1.12210 0.32136
H -0.84136 -2.18661 1.52481
H 0.73206 -2.57261 1.96502

Atomic forces in eV per Å
0.023 0.287 0.123
-0.772 -1.151 -0.798
0.544 0.257 0.289
-0.596 0.705 -0.495
0.515 -0.168 0.119
0.047 0.105 0.085
-0.139 -0.142 0.016
0.035 0.227 -0.018
0.301 -0.176 0.447
0.232 0.366 -0.185
-0.297 0.004 0.116
0.227 -0.179 0.348
-0.016 -0.027 0.024
-0.103 -0.108 -0.073

This record from the OMol25 dataset describes a 2-piece molecular cluster, C4H9N overall in a non-equilibrium geometry. The level of theory is ωB97M-V with the def2-TZVPD basis set.

Computed properties:
energy relative to the best compared isomer or geometry (same formula, charge and spin): 319.7 kJ/mol
total charge: 0
LUMO: 0.90 eV
Kohn-Sham gap: 9.428 eV
HOMO energy: -8.53 eV

Positions of all 14 atoms, in Å:
C 3.12757 -1.90217 -1.43401
C 2.54976 -0.90702 -2.18857
N 3.11028 0.41082 -2.63492
H 4.21302 -2.34910 -1.58969
H 2.48782 -2.66171 -0.89233
H 1.55372 -0.83878 -2.52048
H 2.28946 1.08522 -2.96284
H 3.47830 0.77501 -1.72437
C -4.02442 0.36681 2.72060
C -3.69321 1.70303 2.49100
H -4.79031 0.16864 3.39592
H -3.31098 -0.30370 2.38975
H -4.14557 2.51508 3.06588
H -2.84544 1.93786 1.88405

Atomic forces in eV per Å
0.550 -1.025 -1.538
1.700 1.187 0.506
-1.267 -0.191 1.216
-1.958 2.029 0.865
0.434 0.953 -1.241
-1.640 -0.882 0.603
2.355 -2.153 1.107
-0.175 0.082 -1.517
1.377 5.775 -0.552
-1.001 -3.124 1.407
-1.153 -0.770 0.893
0.665 -1.829 -0.867
-0.236 -0.230 -0.566
0.349 0.177 -0.315

This record from the OMol25 dataset describes an isolated ion of composition C4H9N and charge +1 in a non-equilibrium geometry. The level of theory is ωB97M-V with the def2-TZVPD basis set.

Computed properties:
multiplicity: 2
energy relative to the best compared isomer or geometry (same formula, charge and spin): 301.4 kJ/mol
total charge: +1
LUMO (spin up / spin down): -3.22 / -9.22 eV
Kohn-Sham gap (spin up / spin down): 11.379 / 4.577 eV
HOMO energy (spin up / spin down): -14.60 / -13.79 eV
<S²>: 0.7590

Positions of all 14 atoms, in Å:
C -0.42643 -1.07901 0.58726
C -0.42083 0.38991 -0.02427
C 0.99425 0.89281 0.02522
C 1.28488 2.14366 -0.31262
N -1.14605 -1.83502 -0.45582
H -0.81348 -1.21375 1.63981
H 0.56818 -1.50359 0.74575
H -1.16781 1.02825 0.42424
H -0.62916 0.18100 -1.10494
H 1.78601 0.23777 0.36821
H 0.65862 2.98481 -0.66172
H 2.31983 2.42749 -0.38732
H -0.84255 -2.80885 -0.47149
H -2.16546 -1.84546 -0.37230

Atomic forces in eV per Å
-0.523 0.209 -0.121
1.314 -2.036 0.582
-1.088 0.311 0.087
0.711 1.287 -1.114
0.158 -0.798 3.227
-0.594 0.394 -1.109
0.053 0.157 -0.794
-0.282 0.092 -0.079
-0.231 0.643 0.164
-0.042 -0.042 -0.166
-0.294 -1.043 0.316
0.414 0.062 0.537
0.364 0.035 -0.985
0.041 0.731 -0.545

This record from the OMol25 dataset describes a 2-piece molecular cluster, C4H9N2 overall in a non-equilibrium geometry. The level of theory is ωB97M-V with the def2-TZVPD basis set.

Computed properties:
energy relative to the best compared isomer or geometry (same formula, charge and spin): 246.3 kJ/mol
total charge: +1
LUMO: -4.67 eV
Kohn-Sham gap: 10.477 eV
HOMO energy: -15.15 eV

Positions of all 15 atoms, in Å:
C 1.40876 -1.37521 0.42234
C -1.18057 1.77150 -0.34706
C -2.34911 2.43624 -1.06930
C 2.96073 -3.18892 1.41924
N 2.11837 -2.22942 0.74514
N -1.12788 0.46584 -0.44592
H -0.28243 -0.16479 -0.14881
H -0.45774 2.42057 0.13285
H -3.08666 1.64072 -1.24337
H -1.87851 2.68169 -2.00175
H -2.78774 3.28402 -0.69155
H 3.95501 -3.24259 1.04242
H 2.85856 -3.15784 2.57738
H 2.43541 -4.19065 1.12854
H -1.85522 -0.06701 -0.77088

Atomic forces in eV per Å
-0.372 -0.002 -0.297
-2.234 -1.188 -1.080
1.446 -3.407 0.003
-2.993 -2.673 0.948
0.737 0.462 0.970
4.606 1.987 2.369
-0.973 1.401 -0.135
0.584 -0.678 0.031
-0.030 0.512 -0.170
0.089 0.316 -0.904
-0.680 1.931 1.327
0.665 0.447 -0.144
0.360 0.498 -2.189
1.234 1.471 0.618
-2.439 -1.076 -1.349

This record from the OMol25 dataset describes an isolated ion of composition C4H9N2 and charge +1 in a non-equilibrium geometry. The level of theory is ωB97M-V with the def2-TZVPD basis set.

Computed properties:
energy relative to the best compared isomer or geometry (same formula, charge and spin): 473.2 kJ/mol
total charge: +1
LUMO: -4.13 eV
Kohn-Sham gap: 9.698 eV
HOMO energy: -13.83 eV

Positions of all 15 atoms, in Å:
N -1.91810 -0.21377 -0.39179
C -0.53005 0.00545 0.17733
C 0.48832 1.21799 0.30136
C 1.65790 0.40629 -0.20550
N 0.88564 -0.66497 -0.74922
C 0.20077 -1.31453 0.43019
H -1.73416 -1.11032 -1.00417
H -2.19141 0.69292 -0.89817
H -2.54743 -0.32807 0.35333
H 0.46330 1.66852 1.36417
H 0.20560 2.10701 -0.47664
H 2.23201 1.07984 -0.99403
H 2.37334 0.09566 0.58901
H 0.75731 -1.49799 1.37483
H -0.34306 -2.14401 0.12930

Atomic forces in eV per Å
3.159 1.378 -2.686
3.990 -2.309 -1.271
-2.761 2.833 0.597
2.071 3.007 -0.294
-3.777 -1.468 1.284
1.438 2.963 0.171
-1.277 2.276 1.001
0.212 -1.967 0.162
-1.343 -0.732 1.234
0.267 -0.597 -1.719
0.645 -2.243 1.894
-1.034 -1.955 1.408
-0.394 0.109 -0.561
-0.277 0.378 -0.689
-0.920 -1.672 -0.529

Question: What is the energy relative to the best compared isomer or geometry (same formula, charge and spin) in the tenth record?
Answer: 473.2 kJ/mol